(1)
Molecular formula: C4H7NO
Method: DFT, ωB97M-V/def2-TZVPD

Results
total charge	0
frontier orbital gap	0.3377	Ha
total energy	-286.43873	hartree

Geometry (Å):
C: 0.650 -0.844 0.711
C: -1.361 -0.996 -0.381
O: -1.815 0.234 0.028
C: -1.051 1.363 -0.295
N: 0.207 1.448 -0.391
C: 1.131 0.344 -0.106
H: 0.407 -0.577 1.747
H: 1.331 -1.700 0.654
H: -0.787 -0.860 -1.327
H: -0.475 -1.437 0.445
H: -1.696 2.232 -0.434
H: 1.980 0.807 0.426
H: 1.540 0.006 -1.070

Atom charges from the natural (NBO) analysis, given in e for atoms 1 to 5: C -0.493; C -0.034; O -0.520; C 0.386; N -0.452

(2)
Molecular formula: C4H7NO
Method: DFT, ωB97M-V/def2-TZVPD

Results
total charge	0
frontier orbital gap	0.3959	Ha
SMILES	C[C@H]1CC(=O)N1
total energy	-286.60085	hartree

Geometry (Å):
C: -1.446 -0.412 0.338
C: -0.284 -0.095 -0.603
C: 0.554 1.155 -0.227
C: 1.580 0.144 0.304
O: 2.550 0.182 1.015
N: 0.923 -0.895 -0.325
H: -2.158 -1.108 -0.117
H: -1.054 -0.879 1.249
H: -1.990 0.491 0.633
H: -0.589 -0.136 -1.653
H: 0.935 1.712 -1.087
H: 0.129 1.842 0.508
H: 0.957 -1.872 -0.061

Atom charges from the natural (NBO) analysis, given in e for atoms 1 to 5: C -0.633; C -0.038; C -0.513; C 0.689; O -0.577

(3)
Molecular formula: C4H7NO
Method: DFT, ωB97M-V/def2-TZVPD

Results
total charge	0
frontier orbital gap	0.3197	Ha
SMILES	C=C/C(O)=C/N
total energy	-286.48116	hartree

Geometry (Å):
C: 1.637 0.426 1.601
C: 0.380 0.155 1.249
C: -0.130 0.042 -0.121
O: 0.743 0.280 -1.169
C: -1.291 -0.683 -0.381
N: -1.653 -0.886 -1.667
H: 1.904 0.584 2.635
H: 2.447 0.505 0.886
H: -0.396 0.109 2.003
H: 1.484 0.819 -0.870
H: -1.504 0.454 0.140
H: -2.609 -1.114 -1.877
H: -1.013 -0.692 -2.427

Atom charges from the natural (NBO) analysis, given in e for atoms 1 to 5: C -0.425; C -0.220; C 0.159; O -0.698; C -0.133

(4)
Molecular formula: C4H7NO
Method: DFT, ωB97M-V/def2-TZVPD

Results
total charge	0
frontier orbital gap	0.3766	Ha
SMILES	C=C(C)C(N)=O
total energy	-286.57029	hartree

Geometry (Å):
C: -1.285 -1.304 -0.235
C: -0.664 -0.126 -0.043
C: -1.541 1.080 0.189
C: 0.807 -0.104 0.014
N: 1.340 1.125 -0.105
O: 1.489 -1.123 0.242
H: -0.746 -2.220 -0.242
H: -2.391 -1.413 -0.281
H: -1.613 1.853 -0.668
H: -1.073 1.720 1.044
H: -2.582 0.734 0.554
H: 2.355 1.170 -0.390
H: 0.859 1.988 -0.768

Atom charges from the natural (NBO) analysis, given in e for atoms 1 to 5: C -0.289; C -0.143; C -0.651; C 0.620; N -0.817

(5)
Molecular formula: C4H7NO
Method: DFT, ωB97M-V/def2-TZVPD

Results
total charge	0
frontier orbital gap	0.3897	Ha
total energy	-286.48592	hartree

Geometry (Å):
O: -2.695 -0.689 1.368
C: -1.522 -0.595 1.101
C: -0.958 0.354 0.058
N: 0.410 0.639 0.280
C: 1.140 0.695 -0.927
C: 1.426 -0.384 0.078
H: -0.765 -1.254 1.588
H: -1.546 1.282 -0.002
H: -0.882 -0.099 -1.205
H: 1.740 1.570 -1.209
H: 0.323 0.243 -1.727
H: 1.141 -1.382 -0.266
H: 2.187 -0.381 0.863

Atom charges from the natural (NBO) analysis, given in e for atoms 1 to 5: O -0.502; C 0.421; C -0.285; N -0.409; C -0.221

(6)
Molecular formula: C4H7NO
Method: DFT, ωB97M-V/def2-TZVPD

Results
total charge	0
frontier orbital gap	0.3729	Ha
SMILES	CCCC1=NO1
total energy	-286.49108	hartree

Geometry (Å):
C: -1.768 -0.251 0.235
C: -0.433 -0.404 -0.486
C: 0.584 0.675 -0.073
C: 1.927 0.106 0.160
N: 2.560 -0.977 0.177
O: 3.083 0.610 0.513
H: -2.467 -1.039 -0.061
H: -1.629 -0.317 1.320
H: -2.234 0.716 0.015
H: -0.582 -0.369 -1.571
H: -0.017 -1.395 -0.267
H: 0.685 1.471 -0.821
H: 0.290 1.173 0.859

Atom charges from the natural (NBO) analysis, given in e for atoms 1 to 5: C -0.603; C -0.396; C -0.498; C 0.504; N -0.140

(7)
Molecular formula: C4H7NO
Method: DFT, ωB97M-V/def2-TZVPD

Results
total charge	0
frontier orbital gap	0.3907	Ha
SMILES	C[C@H]1CNC1=O
total energy	-286.59006	hartree

Geometry (Å):
C: 0.406 -0.764 1.499
C: -0.303 -0.056 0.350
C: -0.083 1.304 -0.420
N: -0.166 0.510 -1.648
C: -0.059 -0.699 -1.015
O: 0.221 -1.812 -1.389
H: -0.148 -1.705 1.631
H: 1.433 -1.052 1.250
H: 0.388 -0.243 2.460
H: -1.380 -0.080 0.542
H: 0.894 1.789 -0.311
H: -0.873 2.062 -0.336
H: -0.330 0.746 -2.614

Atom charges from the natural (NBO) analysis, given in e for atoms 1 to 5: C -0.614; C -0.312; C -0.197; N -0.635; C 0.681

(8)
Molecular formula: C4H7NO
Method: DFT, ωB97M-V/def2-TZVPD

Results
total charge	0
frontier orbital gap	0.4261	Ha
SMILES	CCOCC#N
total energy	-286.52671	hartree

Geometry (Å):
C: -1.460 0.071 -0.340
C: -0.290 -1.098 0.042
O: 0.748 -0.665 0.884
C: 1.055 0.627 0.468
C: 1.792 0.664 -0.814
N: 2.248 0.712 -1.876
H: -1.759 1.019 0.189
H: -1.365 0.411 -1.387
H: -2.351 -0.523 -0.249
H: 0.120 -1.348 -0.945
H: -0.650 -2.031 0.513
H: 1.600 1.144 1.262
H: 0.035 1.006 0.221

Atom charges from the natural (NBO) analysis, given in e for atoms 1 to 5: C -0.727; C -0.063; O -0.493; C -0.190; C 0.242

(9)
Molecular formula: C4H7NO
Method: DFT, ωB97M-V/def2-TZVPD

Results
total charge	0
frontier orbital gap	0.3807	Ha
SMILES	ON=C1CCC1
total energy	-286.50712	hartree

Geometry (Å):
O: -1.450 -2.272 0.003
N: -0.381 -1.702 0.678
C: -0.177 -0.484 0.385
C: -0.747 0.639 -0.485
C: 0.565 1.439 -0.211
C: 1.166 0.193 0.456
H: -1.388 -3.196 0.282
H: -0.914 0.343 -1.526
H: -1.655 1.127 -0.112
H: 1.146 1.784 -1.071
H: 0.395 2.284 0.461
H: 1.630 -0.406 -0.354
H: 1.825 0.227 1.325

Atom charges from the natural (NBO) analysis, given in e for atoms 1 to 5: O -0.570; N -0.149; C 0.227; C -0.471; C -0.393

(10)
Molecular formula: C4H7NO
Method: DFT, ωB97M-V/def2-TZVPD

Results
total charge	0
frontier orbital gap	0.3399	Ha
SMILES	CC=C=[N+](C)[O-]
total energy	-286.44733	hartree

Geometry (Å):
C: 2.087 -0.592 0.516
C: 1.080 -0.572 -0.587
C: -0.189 -0.392 -0.508
N: -1.385 -0.240 -0.104
C: -1.915 1.128 -0.033
O: -2.184 -1.181 0.152
H: 1.600 -0.601 1.487
H: 2.716 -1.474 0.419
H: 2.721 0.292 0.443
H: 1.644 -0.736 -1.750
H: -2.533 1.196 0.862
H: -1.100 1.848 0.006
H: -2.542 1.324 -0.903

Atom charges from the natural (NBO) analysis, given in e for atoms 1 to 5: C -0.640; C -0.211; C 0.197; N 0.086; C -0.432

(11)
Molecular formula: C4H7NO
Method: DFT, ωB97M-V/def2-TZVPD

Results
total charge	0
frontier orbital gap	0.4123	Ha
SMILES	COCCC#N
total energy	-286.57491	hartree

Geometry (Å):
C: 2.389 -0.585 0.020
O: 1.075 -0.226 -0.357
C: 0.459 0.797 0.401
C: -0.908 0.998 -0.230
C: -1.773 -0.172 -0.035
N: -2.447 -1.086 0.137
H: 2.452 -0.986 1.067
H: 2.757 -1.348 -0.654
H: 3.085 0.276 -0.069
H: 0.385 0.509 1.473
H: 1.077 1.702 0.326
H: -1.426 1.889 0.140
H: -0.806 1.127 -1.325

Atom charges from the natural (NBO) analysis, given in e for atoms 1 to 5: C -0.248; O -0.544; C -0.047; C -0.527; C 0.289

(12)
Molecular formula: C4H7NO
Method: DFT, ωB97M-V/def2-TZVPD

Results
total charge	0
frontier orbital gap	0.3913	Ha
SMILES	C[C@H]1C=NOC1
total energy	-286.51493	hartree

Geometry (Å):
C: 1.277 0.130 -0.613
C: 0.236 0.124 0.487
C: -0.794 1.193 0.196
N: -1.859 0.723 -0.303
O: -1.604 -0.679 -0.613
C: -0.630 -1.073 0.343
H: 0.704 -0.184 -1.519
H: 1.797 1.150 -0.633
H: 2.095 -0.625 -0.352
H: 0.575 0.232 1.449
H: -0.729 2.269 0.220
H: -1.010 -1.208 1.347
H: -0.060 -2.050 -0.010

Atom charges from the natural (NBO) analysis, given in e for atoms 1 to 5: C -0.610; C -0.318; C 0.035; N -0.096; O -0.398

HOMO energy readings, ordered: -8.5 -9.8 -7.9 -9.7 -9.8 -9.7 -9.7 -10.7 -9.2 -8.5 -10.4 -9.7 eV
Energy above the lowest of the compared OMol25 structures with the same formula, charge and spin readings, ordered: 5.249 0.838 4.095 1.670 3.965 3.825 1.132 2.855 3.389 5.015 1.544 3.176 eV